No. 1
C29H54Cl26F13NO3PS3 | wB97M-V/def2-TZVPD

```
130
Properties=species:S:1:pos:R:3:forces:R:3
C -6.4453 1.4243 0.8426 0.34 0.09 -0.12
C -5.8322 0.0149 0.9008 -0.24 0.06 -0.09
S -4.0255 -0.0219 1.0082 0.29 0.03 0.21
C -3.5669 -0.3312 -0.7105 -0.52 0.38 -0.46
P -2.2124 0.7236 -1.5932 0.62 -0.92 0.84
O -1.5911 1.2949 -0.0803 0.14 0.29 -0.19
S -3.8729 2.4722 -1.4910 -0.41 0.30 -0.03
C -0.9296 -0.6871 -1.5681 0.08 0.26 0.38
C -0.1078 -0.9067 -0.2863 0.34 -0.71 -0.12
C -0.8851 -1.4927 0.8867 0.23 0.22 0.23
O -0.0990 -2.5194 1.5111 -0.11 -0.11 -0.14
C -0.7817 -3.1127 2.5908 0.09 -0.01 0.12
C -1.0401 1.8843 -2.5800 -0.35 0.71 0.09
C 0.2449 2.3535 -1.8758 0.48 -0.07 -0.42
C 0.2379 3.8131 -1.5128 0.12 -0.02 0.12
F 0.0184 4.6042 -2.6069 -0.09 0.00 -0.01
F -0.7108 4.1313 -0.5895 -0.02 0.01 -0.06
C 1.5937 4.2956 -0.9353 -0.27 0.01 0.11
F 1.7950 3.7179 0.2693 -0.05 -0.07 0.05
F 2.5838 3.8867 -1.7514 0.05 0.16 -0.09
C 1.7365 5.8523 -0.7943 0.21 -0.19 -0.13
F 0.5683 6.4620 -0.6060 -0.19 0.05 0.15
F 2.2449 6.3206 -1.9495 0.08 0.00 -0.12
C 2.7809 6.2850 0.3058 -0.59 0.12 0.13
F 3.7690 5.4095 0.3328 0.56 -0.45 0.05
F 3.2899 7.4531 -0.0515 0.07 0.57 -0.15
S 2.1100 6.5425 2.0815 -0.09 -0.16 -0.13
F 1.2779 7.7877 1.5613 0.01 -0.06 0.09
F 3.3371 7.4971 2.4145 0.01 -0.02 0.01
F 2.9454 5.3168 2.6523 -0.10 0.01 0.00
F 0.8862 5.5784 1.8230 0.02 0.16 0.06
F 1.5509 6.8070 3.5382 0.05 0.02 -0.02
N -3.0023 0.0845 -3.1563 0.46 0.17 -0.34
C -2.2443 -0.7502 -4.0861 -0.01 -0.33 -0.27
C -3.9075 0.8686 -3.9065 0.23 -0.13 0.00
C -3.3813 1.9306 -4.8508 -0.20 0.20 -0.05
O -5.0956 0.6454 -3.8990 -0.51 -0.01 0.08
H -6.6343 1.7268 -0.1909 -0.09 -0.05 0.14
H -5.7264 2.1564 1.2220 -0.16 -0.09 0.11
H -7.3678 1.4829 1.4284 0.01 0.00 -0.13
H -6.2141 -0.5298 1.7696 0.09 0.01 -0.07
H -6.1098 -0.5558 0.0105 -0.06 -0.07 0.19
H -4.4771 -0.1538 -1.2880 0.11 -0.06 0.02
H -3.3176 -1.3856 -0.8547 0.02 0.08 0.01
H -1.8708 2.2038 0.0780 -0.25 -0.26 0.05
H -3.1089 3.5590 -1.3256 0.13 0.00 -0.05
H -0.2044 -0.5179 -2.3709 -0.18 -0.13 -0.05
H -1.4365 -1.6407 -1.7478 0.09 0.14 -0.25
H 0.4755 -0.0394 0.0251 -0.23 0.04 -0.02
H 0.6347 -1.6809 -0.5393 -0.07 0.07 0.05
H -1.1085 -0.7212 1.6350 -0.19 -0.06 -0.18
H -1.8247 -1.9479 0.5503 0.03 0.11 0.04
H -1.8699 -3.0060 2.4892 0.09 0.01 0.03
H -0.5542 -4.1820 2.6391 0.15 0.26 -0.20
H -0.4669 -2.6688 3.5474 -0.15 0.04 -0.07
H -1.6367 2.7680 -2.8245 0.08 -0.13 -0.06
H -0.7436 1.4617 -3.5459 -0.30 -0.18 0.38
H 1.0888 2.2562 -2.5691 -0.08 -0.04 0.04
H 0.5166 1.7804 -0.9891 -0.26 0.03 0.01
H -2.7651 -0.8251 -5.0498 0.01 0.12 0.27
H -1.2204 -0.4339 -4.3180 -0.09 0.12 0.13
H -2.1940 -1.7816 -3.7205 0.10 0.13 0.03
H -2.3106 1.8606 -5.0340 -0.07 -0.04 -0.07
H -3.9545 1.8798 -5.7799 0.14 0.02 0.04
H -3.6096 2.8931 -4.3822 0.12 -0.11 -0.02
C 5.1034 3.2230 2.7453 -0.09 0.06 -0.07
Cl 6.6027 2.5293 2.0983 0.05 0.00 0.03
Cl 4.0836 2.0130 3.5231 0.04 0.00 0.01
H 5.3728 3.9720 3.4799 0.02 -0.01 0.00
H 4.5531 3.6626 1.9220 0.04 -0.09 0.00
C -6.4561 -2.1339 -3.7541 -0.01 0.14 0.07
Cl -7.5554 -2.9527 -4.8919 0.01 0.00 0.02
Cl -4.8542 -2.8656 -3.7239 -0.01 -0.16 -0.03
H -6.3371 -1.0992 -4.0516 0.01 0.00 -0.01
H -6.8832 -2.2107 -2.7614 -0.01 -0.05 -0.01
C 2.2943 -0.8813 -4.6056 -0.13 -0.11 0.06
Cl 1.3918 -2.3671 -4.2716 -0.04 0.07 -0.12
Cl 1.2137 0.5097 -4.7910 0.36 -0.01 -0.19
H 2.9601 -0.6844 -3.7729 -0.04 -0.03 0.04
H 2.8477 -1.0159 -5.5256 -0.04 0.01 -0.02
C -2.2679 -1.6424 -8.0441 -0.02 -0.07 0.05
Cl -3.2225 -0.2536 -7.5261 -0.05 0.05 -0.23
Cl -0.5267 -1.3438 -7.9230 0.01 0.00 0.00
H -2.5138 -2.4799 -7.4012 0.02 0.02 0.03
H -2.5049 -1.8597 -9.0784 0.01 0.02 0.00
C -0.7545 -6.8555 5.4677 -0.03 -0.03 0.07
Cl -1.5269 -6.0586 4.0924 -0.12 -0.19 0.09
Cl 0.9466 -6.3978 5.6199 0.03 -0.01 0.02
H -1.2743 -6.5600 6.3709 0.02 0.05 0.00
H -0.8033 -7.9288 5.3257 0.00 0.01 -0.02
C 5.9805 1.0167 -1.3273 -0.01 0.08 0.03
Cl 5.5213 -0.6876 -1.4422 -0.01 -0.01 -0.03
Cl 4.5941 2.0932 -1.5062 0.11 -0.10 -0.04
H 6.3948 1.2098 -0.3473 0.08 -0.14 0.05
H 6.6981 1.2320 -2.1107 -0.05 0.00 -0.03
C 4.0133 -0.1798 6.8767 0.03 0.07 -0.11
Cl 4.4085 -1.6814 7.7366 0.00 0.02 0.01
Cl 2.8056 -0.4330 5.6206 -0.05 -0.04 0.03
H 3.6287 0.5328 7.5959 -0.03 -0.04 0.02
H 4.9194 0.1873 6.4096 0.01 -0.02 0.00
C -6.4402 -4.2318 2.0572 0.05 -0.13 0.08
Cl -7.3043 -3.5051 0.6953 0.00 0.03 -0.02
Cl -4.9334 -3.3998 2.4408 -0.05 0.05 -0.06
H -7.0854 -4.1909 2.9266 -0.02 0.03 -0.01
H -6.2077 -5.2572 1.7957 0.00 0.01 -0.02
C 3.7927 -5.0209 -1.2304 -0.02 0.01 0.10
Cl 2.8464 -3.5566 -1.4605 0.06 -0.04 0.08
Cl 4.8738 -5.3577 -2.5977 0.01 -0.01 0.00
H 4.4029 -4.9061 -0.3425 0.02 0.01 -0.02
H 3.1114 -5.8568 -1.1274 0.00 0.00 -0.04
C 5.0278 1.4295 -6.7174 0.00 0.07 -0.01
Cl 5.1826 0.6139 -5.1562 0.14 0.03 0.02
Cl 3.8102 0.6751 -7.7537 0.01 -0.01 0.00
H 4.7326 2.4558 -6.5340 -0.04 -0.02 0.01
H 5.9839 1.3792 -7.2239 0.00 -0.02 0.00
C 5.5191 -4.9129 9.1349 0.00 0.06 -0.06
Cl 5.9412 -5.5373 10.7364 0.01 0.00 0.00
Cl 4.2429 -5.8533 8.3595 -0.01 -0.02 -0.01
H 5.1699 -3.8941 9.2472 -0.02 -0.02 0.06
H 6.4023 -4.9494 8.5090 0.01 -0.04 0.01
C 0.2356 -9.1601 2.6240 0.03 0.06 -0.01
Cl 0.5948 -10.0038 4.1424 0.00 0.00 -0.02
Cl -1.0873 -9.9203 1.7362 -0.01 0.00 0.00
H -0.0483 -8.1397 2.8561 -0.01 -0.01 0.01
H 1.1254 -9.1856 2.0074 0.00 -0.03 0.00
C 1.1537 7.7102 6.7376 -0.04 -0.03 -0.02
Cl 0.1379 8.9427 7.4970 -0.01 -0.01 0.00
Cl 2.8572 7.8835 7.1824 0.01 -0.02 -0.02
H 0.8120 6.7357 7.0638 0.01 0.01 0.04
H 1.0688 7.8105 5.6639 0.01 0.05 0.00
```
Positions in Å, forces in eV/Å.

Results
Kohn-Sham gap in eV: 6.0
Charge: -1

Löwdin population analysis, charges in e, atoms 1 to 6: -0.185, -0.573, 0.784, -0.595, 0.547, -0.372

No. 2
C22H28Cl5N6OTb | wB97M-V/def2-TZVPD

```
63
Properties=species:S:1:pos:R:3:forces:R:3
Tb -1.2645 -0.4032 -0.2330 1.63 0.03 0.37
Cl -8.2302 -1.6142 -2.4556 -0.04 -0.01 -0.01
C -6.5405 -1.5220 -2.2388 0.05 0.03 0.09
C -6.0237 -1.0961 -1.0124 0.03 -0.01 -0.08
Cl -7.0419 -0.6552 0.2867 0.00 -0.01 -0.01
C -4.6464 -1.0304 -0.8812 -0.10 0.05 0.15
Cl -3.9063 -0.4518 0.6205 -0.57 -0.12 -0.05
C -3.7631 -1.3755 -1.8933 0.18 0.02 0.12
O -2.4483 -1.2770 -1.6566 -0.48 0.00 -0.37
C -4.2878 -1.7917 -3.1097 -0.06 -0.05 -0.03
Cl -3.1954 -2.2023 -4.3695 -0.04 0.01 0.02
C -5.6708 -1.8615 -3.2830 0.03 0.00 -0.01
Cl -6.3023 -2.3592 -4.7863 -0.01 -0.02 -0.01
C 1.6999 -1.7276 -4.1437 0.00 -0.07 0.03
N 1.3078 -1.9177 -2.7399 0.04 0.06 -0.01
C 0.2271 -2.8761 -2.4973 0.06 0.00 0.08
C 1.7599 -1.1131 -1.7705 -0.09 0.01 0.05
N 0.9427 -0.7972 -0.7380 -0.47 0.21 0.24
C 1.4645 -0.8588 0.5962 -0.03 -0.12 -0.10
C 2.4102 -1.8454 0.9216 -0.01 0.05 0.01
C 2.8833 -1.9974 2.2042 -0.05 0.05 0.08
C 2.3694 -1.1979 3.2276 0.05 -0.07 -0.09
C 1.4004 -0.2654 2.9393 -0.04 0.04 -0.03
C 0.9474 -0.0492 1.6274 -0.12 0.03 0.03
N -0.1107 0.8867 1.3767 -0.19 -0.12 -0.21
C -0.1428 2.0346 2.0815 0.20 0.01 -0.02
N -1.3253 2.5426 2.4746 0.09 0.05 0.00
C -1.5608 3.9812 2.5895 -0.01 -0.06 0.00
C -2.4591 1.7092 2.8390 0.01 -0.07 -0.02
N 0.9751 2.7251 2.3689 -0.13 -0.05 -0.03
C 2.1806 2.5902 1.5681 -0.02 0.02 -0.02
C 1.1326 3.4720 3.6149 0.00 -0.03 0.01
N 2.9984 -0.6011 -1.8487 -0.10 0.00 -0.05
C 4.1333 -1.3529 -2.3748 0.02 -0.01 -0.03
C 3.3398 0.6290 -1.1522 -0.02 0.01 -0.01
H 1.1229 -2.4255 -4.7439 -0.01 0.04 -0.02
H 2.7520 -1.9275 -4.3221 -0.01 -0.01 -0.02
H 1.4663 -0.7128 -4.4638 0.03 0.02 -0.01
H 0.4767 -3.8035 -3.0106 -0.05 -0.01 0.00
H -0.7370 -2.5116 -2.8562 0.09 -0.03 -0.03
H 0.1636 -3.0893 -1.4290 0.01 -0.02 -0.10
H 2.7714 -2.4997 0.1369 0.00 0.00 -0.01
H 3.6233 -2.7543 2.4214 0.02 -0.01 0.01
H 2.7089 -1.3289 4.2451 0.01 0.00 0.02
H 0.9722 0.3266 3.7396 0.00 0.00 0.00
H -0.7571 4.5273 2.1068 -0.01 0.03 -0.02
H -1.6404 4.2965 3.6299 -0.02 0.01 0.01
H -2.4980 4.2144 2.0838 0.00 0.02 0.01
H -2.1558 0.6634 2.8766 -0.03 0.05 0.02
H -3.2871 1.8409 2.1397 0.00 0.00 0.00
H -2.8113 1.9978 3.8306 -0.01 -0.01 -0.01
H 1.9116 2.2538 0.5706 0.03 0.04 0.08
H 2.8832 1.8838 2.0164 0.01 0.01 -0.02
H 2.6578 3.5667 1.4944 0.00 0.01 0.01
H 0.3016 3.2615 4.2816 0.03 0.02 0.03
H 1.1977 4.5457 3.4404 0.01 0.01 0.00
H 2.0544 3.1384 4.0935 0.00 0.02 0.02
H 3.8462 -2.3847 -2.5562 0.03 -0.02 0.02
H 4.9222 -1.3387 -1.6211 0.01 -0.02 -0.02
H 4.5212 -0.9116 -3.2935 -0.01 0.00 0.00
H 2.4471 1.2422 -1.0508 0.08 -0.04 -0.04
H 4.0714 1.1731 -1.7475 0.01 -0.01 -0.01
H 3.7625 0.4256 -0.1647 0.00 0.03 -0.02
```
Positions in Å, forces in eV/Å.

Results
Kohn-Sham gap (spin up / spin down) in eV: 5.8 / 7.2
Charge: +2
Spin multiplicity: 7
Expectation value of S²: 12.6360

Löwdin population analysis, charges in e, atoms 1 to 6: 1.768, 0.753, -0.695, -0.695, 0.753, -0.529

No. 3
C18H64N14O14 | wB97M-V/def2-TZVPD

```
110
Properties=species:S:1:pos:R:3:forces:R:3
C -2.7624 -0.1595 -3.5470 0.60 0.18 -1.32
C -2.6609 0.7854 -4.8138 0.04 -0.87 1.74
O -3.8662 0.8775 -5.5214 -0.81 -0.48 0.50
H -3.5424 -0.9077 -3.6784 0.17 -0.08 0.03
H -2.9288 0.3870 -2.6413 -0.75 0.71 0.30
H -1.8202 -0.6561 -3.2685 -0.11 -0.21 -0.75
H -1.9058 0.5578 -5.5397 0.89 -0.80 -0.04
H -2.4178 1.7521 -4.4360 0.38 1.13 0.40
H -3.6175 1.3687 -6.2904 -0.34 0.43 -0.89
C -0.7220 1.1872 -0.1956 1.67 0.30 1.83
C 0.2720 0.1728 -0.7191 -1.41 -0.73 1.33
O 0.8447 -0.4499 0.4115 0.36 1.30 0.95
H -1.4715 1.3233 -0.8896 -1.96 0.32 -1.28
H -0.2498 2.1626 -0.0116 0.04 -0.12 -0.34
H -1.0795 0.9071 0.8101 -0.25 -0.28 -0.75
H 0.9961 0.6612 -1.3119 1.07 0.39 -0.96
H -0.2261 -0.6462 -1.2210 -0.42 0.13 -0.76
H 1.2668 -1.2529 0.1461 0.52 -0.95 -0.14
C -3.5502 3.2495 3.2604 -1.09 -0.96 0.55
C -4.4938 2.7022 2.1545 -1.10 0.43 0.52
O -3.7203 2.1380 1.1396 0.79 0.08 -1.53
H -4.0163 3.9452 3.9652 -0.31 -0.06 -0.23
H -2.7111 3.7856 2.8145 0.11 -0.35 -0.03
H -3.2637 2.3573 3.8700 0.40 0.84 -0.57
H -5.1695 3.4403 1.6863 0.32 0.14 0.48
H -5.1576 1.8549 2.4134 0.36 0.56 0.78
H -3.4106 2.8543 0.5793 0.26 -0.14 -0.09
C 4.4174 -0.1571 -4.1809 -2.76 -1.16 -0.87
C 3.8119 0.1432 -2.8135 1.95 3.17 -0.64
O 4.3233 -0.7208 -1.8533 -0.12 -1.60 1.00
H 3.9567 -1.1131 -4.4771 0.06 0.19 -0.49
H 5.4430 -0.3588 -4.2932 1.63 0.07 0.86
H 4.1965 0.5627 -4.9642 -0.40 0.26 0.19
H 2.7163 0.2599 -2.7500 0.50 -0.35 -0.25
H 4.2327 1.1180 -2.5132 -0.94 0.18 -0.30
H 5.2085 -0.4068 -1.6645 0.11 -0.17 0.29
C 1.7371 -3.5537 0.7100 0.51 -1.54 8.16
O 1.6845 -3.6455 2.0862 0.22 0.98 -6.17
N 1.1370 -4.4290 -0.0311 -2.28 -5.33 -1.18
N 2.4253 -2.7405 -0.0034 2.81 4.06 0.74
H 0.6951 -5.1704 0.5442 0.33 0.71 -0.76
H 1.4309 -4.7462 -1.0073 -0.10 0.71 1.52
H 3.0760 -2.0319 0.4378 -0.55 -1.35 -1.10
H 2.2913 -2.7792 -0.9873 0.24 0.32 0.07
C -3.7518 -0.9490 3.1949 -5.61 -0.51 -0.94
O -5.0509 -1.0695 2.8907 5.19 0.45 1.14
N -2.9706 -0.0105 2.6352 0.44 1.28 -0.74
N -3.1349 -1.7777 4.0662 -0.27 -1.32 0.78
H -3.2165 0.7674 1.9642 -0.41 -1.67 1.00
H -2.0403 0.1474 2.9853 0.01 -0.33 0.35
H -3.6562 -2.6080 4.4080 0.43 1.32 -0.63
H -2.1296 -1.6931 4.3356 -1.19 0.02 -0.64
C -1.6524 -3.7177 -2.3318 -7.37 2.29 2.62
O -2.9895 -3.4661 -2.4664 5.83 -1.09 -0.22
N -0.9041 -4.2234 -3.2544 1.30 -3.71 -4.94
N -1.0725 -3.3661 -1.1724 -0.62 1.66 1.26
H -1.4680 -4.6607 -4.0770 1.45 1.22 2.13
H 0.0383 -4.6961 -3.0679 -1.49 1.07 -0.20
H -1.6561 -2.7415 -0.5364 0.88 -1.31 -0.73
H -0.1928 -3.7058 -0.7568 -0.94 0.07 -0.80
C 2.3572 -3.4732 -2.8410 1.35 -6.54 -0.63
O 1.8531 -4.7167 -2.8876 1.70 4.30 0.39
N 3.6757 -3.2507 -2.8436 3.27 -2.09 0.13
N 1.6453 -2.4283 -2.6135 -4.36 1.14 -0.50
H 4.3647 -4.1038 -2.6784 -2.39 2.56 -0.73
H 4.0680 -2.2888 -2.6902 -0.48 -1.37 0.17
H 0.6302 -2.5807 -2.6523 0.35 0.36 0.02
H 1.9770 -1.5052 -2.6686 0.54 1.01 -0.13
C 0.0975 5.0933 1.6545 -3.48 6.53 -2.73
O -0.3660 6.1900 1.0019 1.96 -4.54 2.74
N -0.1623 4.8068 2.9087 -1.58 1.55 2.45
N 0.8246 4.2055 1.0871 2.41 -4.49 -0.74
H -0.7764 5.4660 3.3793 0.27 -0.41 -0.06
H 0.1024 3.9279 3.3537 -0.77 0.96 -0.46
H 0.9203 4.1642 0.0926 0.08 0.09 0.25
H 0.8612 3.2453 1.5519 -0.01 2.15 -1.35
C 0.5718 1.7212 3.1179 -7.90 -4.01 1.66
O -0.5997 1.0081 3.1163 6.33 3.86 0.44
N 0.8860 2.6049 4.0127 -1.39 1.03 5.86
N 1.4062 1.7129 2.1874 1.91 -2.82 -5.56
H 0.3018 2.4931 4.8742 1.02 0.69 -0.95
H 1.5968 3.3242 3.9511 0.15 -0.67 0.16
H 1.2499 0.9941 1.4952 0.10 -0.52 -0.64
H 2.3006 2.0893 2.2139 1.67 0.68 0.45
C 1.4392 3.3623 -2.4236 6.24 -3.64 -6.88
O 2.6551 3.0316 -3.0379 -5.40 1.42 3.82
N 0.3405 2.8129 -2.8946 -2.91 -2.52 -1.36
N 1.2325 4.2981 -1.5929 -0.10 5.47 3.53
H 0.4036 1.9542 -3.5156 -0.14 1.97 1.22
H -0.6021 3.1387 -2.5620 1.52 -0.90 -0.65
H 2.0549 4.9106 -1.3235 -1.68 -0.94 -0.64
H 0.2373 4.6792 -1.4408 2.37 -0.45 -0.39
C -3.3859 -1.0880 -0.1455 0.19 -0.45 -0.12
O -2.2222 -1.6114 0.5270 -0.51 -0.06 -1.39
H -4.2426 -1.1833 0.4930 -0.55 0.07 0.14
H -3.5794 -1.4667 -1.1371 0.22 -1.69 0.06
H -3.2340 -0.1014 -0.4739 0.31 2.05 0.60
H -2.3281 -1.3304 1.4365 0.12 0.19 0.41
C 0.6457 -1.5011 4.1860 -0.05 -2.32 3.23
O -0.6496 -1.3802 4.8127 0.57 0.59 -0.28
H 0.6115 -1.4436 3.1484 -0.41 0.45 -1.64
H 0.9751 -2.5379 4.4484 0.19 0.75 -0.58
H 1.3236 -0.8253 4.6874 0.38 0.54 -0.30
H -0.5802 -1.6391 5.7346 0.16 -0.03 0.01
C 3.6316 -1.1545 2.3349 0.96 -0.47 0.93
O 4.3737 -1.2947 1.1145 1.31 0.22 0.36
H 4.2167 -0.6229 3.0912 -0.08 0.29 -0.15
H 3.4304 -2.1427 2.7342 -0.39 -0.13 0.08
H 2.6907 -0.6541 2.1523 -0.01 0.09 -0.29
H 5.2247 -1.7674 1.3017 -1.31 0.55 -0.16
```
Positions in Å, forces in eV/Å.

Results
Kohn-Sham gap in eV: 7.9
Energy relative to the best compared isomer or geometry (same formula, charge and spin) in kcal per mole: 31.9

Löwdin population analysis, charges in e, atoms 1 to 6: -0.044, -0.310, -0.057, 0.079, 0.032, 0.061

Number 1: E -441286.0544 eV. Number 2: E -119289.5157 eV. Number 3: E -69226.6164 eV.